Entry 1:
This record from the OMol25 dataset describes a structure of composition C21H11FN4O13Pt. The level of theory is wB97M-V/def2-TZVPD.

For the maximum force, the calculation gives 1.16 eV Å⁻¹. Its expectation value of S² is 2.034. The value obtained for the HOMO-LUMO gap (alpha / beta) is 4.51 / 7.47 eV. The LUMO energy (alpha / beta) comes out at 3.522 / 3.483 eV.

The geometry in ORCA input format:
```
! wB97M-V def2-TZVPD RIJCOSX def2/J DEFGRID3
* xyz -2 3
Pt -0.781 0.401 0.898
O -2.346 -0.196 4.821
C -2.018 -0.348 3.647
O -1.193 0.416 3.025
C -2.637 -1.548 2.922
C -3.071 -2.576 3.723
C -3.681 -3.707 3.183
C -3.898 -3.809 1.829
C -3.513 -2.771 1.018
C -2.842 -1.609 1.512
O -2.484 -0.682 0.698
N -3.827 -2.928 -0.411
O -3.805 -4.062 -0.869
O -3.984 -1.935 -1.088
N -4.132 -4.787 4.052
O -4.731 -5.723 3.546
O -3.967 -4.669 5.251
H -2.946 -2.479 4.790
H -4.373 -4.678 1.404
F -0.281 2.013 -5.105
C -0.664 2.027 -3.807
C -0.007 2.862 -2.926
C -0.417 2.870 -1.602
C -1.462 2.054 -1.162
C -1.860 2.004 0.271
C -2.090 1.216 -2.087
C -1.696 1.199 -3.417
H 0.821 3.474 -3.266
H 0.102 3.498 -0.888
H -2.907 1.757 0.420
H -1.554 2.863 0.861
H -2.872 0.544 -1.746
H -2.167 0.544 -4.140
O 1.258 -0.763 0.188
C 1.718 0.395 0.215
O 0.999 1.373 0.687
C 3.069 0.733 -0.314
C 3.972 -0.299 -0.565
C 5.222 0.059 -1.084
C 5.574 1.356 -1.371
C 4.640 2.379 -1.133
C 3.377 2.056 -0.580
N 4.954 3.682 -1.453
O 4.054 4.580 -1.289
O 6.120 3.949 -1.914
N 6.206 -0.999 -1.345
O 5.894 -2.144 -1.083
O 7.298 -0.700 -1.785
H 3.717 -1.328 -0.370
H 6.540 1.595 -1.778
H 2.670 2.844 -0.383
*
```

Entry 2:
This record from the OMol25 dataset describes a structure of composition C17H28FN3OSSbTi. The level of theory is wB97M-V/def2-TZVPD.

For the maximum force, the calculation gives 0.23 eV Å⁻¹. Its expectation value of S² is 2.032. The value obtained for the HOMO-LUMO gap (alpha / beta) is 4.47 / 7.02 eV. The LUMO energy (alpha / beta) comes out at 2.738 / 2.737 eV.

The geometry in ORCA input format:
```
! wB97M-V def2-TZVPD RIJCOSX def2/J DEFGRID3
* xyz -1 3
Ti 0.022 1.244 1.506
N 3.548 0.957 4.223
C 2.327 0.884 3.537
S 2.417 0.785 1.779
N 1.248 0.871 4.214
N 0.083 0.739 3.447
C -0.933 0.177 4.150
C -2.098 -0.384 3.587
C -3.093 -0.931 4.438
C -4.229 -1.544 3.952
C -4.432 -1.645 2.575
C -3.476 -1.116 1.711
C -2.328 -0.488 2.177
O -1.453 0.001 1.290
H 4.245 1.475 3.711
H 3.419 1.307 5.162
H -0.789 0.089 5.223
H -2.937 -0.862 5.509
H -4.959 -1.949 4.644
H -5.320 -2.124 2.180
H -3.603 -1.175 0.635
C -0.717 0.082 -4.077
C -0.572 1.114 -2.965
C -1.935 1.571 -2.447
Sb 0.626 0.457 -1.277
C 2.597 0.934 -2.019
C 2.876 0.444 -3.433
C 2.818 2.438 -1.882
C 0.622 -1.680 -1.586
C -0.724 -2.257 -1.153
C 1.768 -2.300 -0.789
H -1.306 0.495 -4.904
H -1.239 -0.811 -3.724
H 0.245 -0.238 -4.479
H -0.032 1.983 -3.356
H -2.484 0.739 -1.999
H -2.546 1.973 -3.262
H -1.840 2.339 -1.677
H 3.260 0.425 -1.313
H 2.231 0.948 -4.157
H 2.720 -0.632 -3.538
H 3.912 0.660 -3.718
H 2.127 3.001 -2.517
H 3.835 2.707 -2.188
H 2.674 2.771 -0.853
H 0.779 -1.861 -2.653
H -0.925 -2.037 -0.103
H -0.730 -3.344 -1.287
H -1.557 -1.845 -1.728
H 1.682 -2.062 0.274
H 2.745 -1.946 -1.125
H 1.755 -3.390 -0.889
F -0.328 3.011 1.172
*
```

Entry 3:
This record from the OMol25 dataset describes a structure of composition C45H52Cl2CrN3O2P. The level of theory is wB97M-V/def2-TZVPD.

For the maximum force, the calculation gives 3.86 eV Å⁻¹. Its expectation value of S² is 6.019. The value obtained for the HOMO-LUMO gap (alpha / beta) is 7.58 / 7.52 eV. The LUMO energy (alpha / beta) comes out at -0.310 / -0.551 eV.

The geometry in ORCA input format:
```
! wB97M-V def2-TZVPD RIJCOSX def2/J DEFGRID3
* xyz 0 5
Cr 0.414 -0.057 1.240
C -3.879 0.522 1.617
C -2.886 -0.550 2.063
C -3.274 -1.131 3.426
C -2.772 -1.705 1.095
C -3.911 -2.175 0.464
C -3.864 -3.323 -0.304
C -2.672 -4.001 -0.424
C -1.496 -3.563 0.184
C -0.314 -4.499 -0.003
C -0.429 -5.633 1.021
C 1.083 -3.891 0.046
C -1.548 -2.384 0.946
N -0.421 -1.817 1.586
C -0.007 -2.425 2.707
O -0.503 -3.410 3.254
C 1.167 -1.717 3.294
C 1.869 -2.096 4.429
C 2.887 -1.266 4.890
C 3.149 -0.074 4.223
C 2.399 0.235 3.096
N 1.454 -0.589 2.640
C 2.437 1.540 2.377
O 3.177 2.451 2.745
N 1.532 1.584 1.383
C 1.430 2.851 0.748
C 2.367 3.249 -0.221
C 2.244 4.503 -0.805
C 1.206 5.348 -0.468
C 0.287 4.950 0.483
C 0.384 3.716 1.107
C -0.593 3.346 2.198
C -2.027 3.762 1.872
C -0.140 3.981 3.515
C 3.492 2.332 -0.634
C 4.804 2.751 0.034
C 3.654 2.281 -2.154
H -3.771 1.406 2.239
H -4.903 0.174 1.718
H -3.707 0.806 0.581
H -1.895 -0.071 2.169
H -4.269 -1.565 3.368
H -3.270 -0.361 4.194
H -2.580 -1.920 3.707
H -4.850 -1.659 0.588
H -4.759 -3.694 -0.782
H -2.655 -4.919 -0.997
H -0.438 -4.936 -1.002
H -0.435 -5.220 2.025
H 0.412 -6.316 0.921
H -1.352 -6.189 0.871
H 1.353 -3.595 1.055
H 1.148 -3.032 -0.614
H 1.809 -4.630 -0.289
H 1.604 -3.011 4.935
H 3.451 -1.528 5.773
H 3.892 0.630 4.566
H 2.973 4.824 -1.531
H 1.117 6.318 -0.932
H -0.513 5.617 0.756
H -0.577 2.250 2.328
H -2.133 4.843 1.849
H -2.697 3.389 2.642
H -2.340 3.365 0.910
H -0.193 5.065 3.447
H 0.887 3.702 3.735
H -0.781 3.654 4.332
H 3.243 1.324 -0.284
H 5.149 3.703 -0.360
H 5.574 2.001 -0.140
H 4.658 2.856 1.106
H 3.981 3.237 -2.550
H 2.721 2.005 -2.641
H 4.404 1.542 -2.421
Cl -0.987 0.708 -0.385
C -0.536 1.964 -1.585
Cl -1.856 3.106 -1.784
H -0.374 1.454 -2.535
H 0.347 2.486 -1.211
C -0.957 -3.145 -3.437
P -0.734 -1.717 -2.279
C -1.819 -0.545 -3.201
C -1.449 0.235 -4.289
C -2.357 1.116 -4.853
C -3.635 1.222 -4.336
C -4.016 0.434 -3.262
C -3.111 -0.442 -2.696
C 1.004 -1.270 -2.737
C 1.845 -0.964 -1.669
C 3.217 -0.914 -1.826
C 3.772 -1.122 -3.077
C 2.946 -1.383 -4.158
C 1.575 -1.475 -3.990
H -0.992 -2.832 -4.479
H -1.901 -3.623 -3.183
H -0.144 -3.852 -3.288
H -0.448 0.164 -4.688
H -2.060 1.717 -5.700
H -4.327 1.932 -4.760
H -5.016 0.509 -2.862
H -3.389 -1.048 -1.844
H 1.413 -0.787 -0.670
H 3.856 -0.736 -0.974
H 4.844 -1.097 -3.204
H 3.377 -1.537 -5.137
H 0.950 -1.718 -4.838
*
```

Entry 4:
This record from the OMol25 dataset describes a cluster of 9 separate species, H18O9 in total. The level of theory is wB97M-V/def2-TZVPD.

For the maximum force, the calculation gives 0.53 eV Å⁻¹. The value obtained for the HOMO-LUMO gap is 10.35 eV. The LUMO energy comes out at -0.336 eV. Its structure (SMILES) is O.O.O.O.O.O.O.O.O.

The geometry in ORCA input format:
```
! wB97M-V def2-TZVPD RIJCOSX def2/J DEFGRID3
* xyz 0 1
O -2.134 -2.187 -2.836
H -2.369 -3.106 -3.011
H -1.452 -2.227 -2.154
O 3.637 1.459 -1.097
H 2.991 1.881 -0.513
H 4.442 1.976 -0.988
O 2.209 -1.951 0.655
H 1.386 -1.555 0.965
H 1.940 -2.733 0.162
O 1.137 2.997 -0.029
H 1.206 3.959 -0.047
H 0.386 2.815 0.552
O 1.084 1.189 2.711
H 1.250 0.353 3.160
H 1.041 0.960 1.765
O -0.761 1.906 -2.613
H -1.169 2.558 -2.032
H -1.477 1.301 -2.848
O 0.146 0.204 0.152
H 0.334 0.656 -0.689
H -0.707 -0.231 0.014
O -2.332 -1.506 3.070
H -2.187 -1.701 2.129
H -1.924 -0.643 3.208
O -1.941 -1.857 0.154
H -2.887 -1.697 0.016
H -1.850 -2.820 0.143
*
```

Entry 5:
This record from the OMol25 dataset describes an isolated molecule of C20H22FN5O4S2. The level of theory is wB97M-V/def2-TZVPD.

For the maximum force, the calculation gives 1.78 eV Å⁻¹. The value obtained for the HOMO-LUMO gap is 8.44 eV. The LUMO energy comes out at 0.054 eV. Its structure (SMILES) is O=C(CSc1nnc(NC(=O)[C@H]2CC(=O)N(c3ccc(F)cc3)C2)s1)NC[C@H]1CCCO1.

The geometry in ORCA input format:
```
! wB97M-V def2-TZVPD RIJCOSX def2/J DEFGRID3
* xyz 0 1
O -2.001 -4.747 1.248
C -2.146 -4.150 2.289
C -3.400 -3.308 2.525
S -3.179 -1.843 3.574
C -2.156 -0.914 2.543
N -1.662 -1.326 1.429
N -0.906 -0.434 0.809
C -0.793 0.689 1.427
N -0.068 1.770 1.034
C 0.700 1.964 -0.103
O 1.354 2.972 -0.193
C 0.629 0.878 -1.153
C -0.726 0.918 -1.865
C -0.493 1.811 -3.076
O -1.365 2.305 -3.749
N 0.853 1.920 -3.261
C 1.493 2.646 -4.274
C 0.821 3.650 -4.973
C 1.464 4.365 -5.964
C 2.785 4.080 -6.255
F 3.418 4.780 -7.221
C 3.474 3.092 -5.578
C 2.825 2.376 -4.589
C 1.619 1.163 -2.288
S -1.697 0.741 2.957
N -1.302 -4.222 3.330
C -0.064 -4.958 3.281
C 1.126 -4.037 3.554
C 1.275 -2.875 2.544
C 1.424 -1.630 3.430
C 1.664 -2.229 4.819
O 0.944 -3.439 4.829
H -3.793 -2.989 1.561
H -4.148 -3.915 3.039
H -0.038 2.549 1.683
H 0.803 -0.086 -0.675
H -1.020 -0.075 -2.207
H -1.539 1.313 -1.259
H -0.208 3.863 -4.743
H 0.950 5.142 -6.507
H 4.503 2.887 -5.826
H 3.367 1.600 -4.075
H 1.984 0.227 -2.724
H 2.463 1.760 -1.932
H -1.443 -3.660 4.158
H -0.079 -5.747 4.040
H 0.018 -5.405 2.289
H 2.045 -4.644 3.567
H 2.151 -3.027 1.916
H 0.400 -2.807 1.900
H 0.502 -1.051 3.439
H 2.239 -0.981 3.117
H 2.736 -2.425 4.972
H 1.291 -1.612 5.637
*
```

Entry 6:
This record from the OMol25 dataset describes an isolated molecule of C3H10NO2P. The level of theory is wB97M-V/def2-TZVPD.

For the maximum force, the calculation gives 4.09 eV Å⁻¹. The value obtained for the HOMO-LUMO gap is 9.67 eV. The LUMO energy comes out at 0.836 eV. Its structure (SMILES) is COP(C)(=N)OC.

The geometry in ORCA input format:
```
! wB97M-V def2-TZVPD RIJCOSX def2/J DEFGRID3
* xyz 0 1
C 1.486 -1.314 -1.301
O 0.209 -0.797 -1.076
P -0.024 0.171 0.183
C 0.956 1.652 -0.303
N 0.114 -0.674 1.526
O -1.618 0.481 0.044
C -2.623 -0.001 0.841
H 2.015 -1.498 -0.370
H 2.191 -0.642 -1.937
H 1.349 -2.216 -1.772
H 0.652 2.662 0.081
H 1.999 1.396 -0.125
H 0.970 1.749 -1.398
H 0.859 -0.453 2.305
H -3.073 -0.753 0.267
H -3.274 0.752 1.240
H -2.189 -0.516 1.795
*
```

Entry 7:
This record from the OMol25 dataset describes a cluster of 13 separate species, H26O13 in total. The level of theory is wB97M-V/def2-TZVPD.

For the maximum force, the calculation gives 7.34 eV Å⁻¹. The value obtained for the HOMO-LUMO gap is 7.98 eV. The LUMO energy comes out at -0.523 eV.

The geometry in ORCA input format:
```
! wB97M-V def2-TZVPD RIJCOSX def2/J DEFGRID3
* xyz 0 1
H -1.414 -0.002 0.253
H 0.027 -0.347 0.592
H 4.888 1.027 0.185
H 4.425 0.045 1.248
H 2.909 -1.452 0.975
H 2.173 -2.651 1.549
H 5.226 -0.190 -0.970
H 3.869 -0.588 -1.527
H -2.211 0.564 2.519
H -1.814 -0.437 3.591
H -5.588 -3.500 -1.885
H -4.249 -2.790 -1.771
H -1.692 3.059 2.374
H -0.218 2.955 2.017
H -0.295 4.016 -3.572
H -0.166 3.328 -2.223
H 2.824 1.654 -1.846
H 3.994 2.295 -1.118
H -4.340 -0.518 -0.041
H -5.797 -0.466 -0.471
H 2.131 -3.403 -0.301
H 2.405 -3.168 -1.778
H -2.890 2.774 0.359
H -2.666 3.571 -0.915
H -2.049 -2.442 1.605
H -1.612 -2.422 0.149
O -0.560 -0.184 -0.155
O 5.112 0.180 0.586
O 2.729 -1.907 1.805
O 4.565 -0.891 -0.933
O -1.477 0.009 2.806
O -4.991 -2.920 -2.371
O -0.813 3.281 2.702
O 0.200 4.050 -2.746
O 3.415 1.525 -1.095
O -5.204 -0.898 0.155
O 2.832 -3.451 -0.961
O -3.340 3.074 -0.439
O -2.202 -1.982 0.771
*
```

Entry 8:
This record from the OMol25 dataset describes a cluster of 2 separate species, C3H10NO in total. The level of theory is wB97M-V/def2-TZVPD.

For the maximum force, the calculation gives 1.08 eV Å⁻¹. The value obtained for the HOMO-LUMO gap is 10.53 eV. The LUMO energy comes out at -4.753 eV.

The geometry in ORCA input format:
```
! wB97M-V def2-TZVPD RIJCOSX def2/J DEFGRID3
* xyz 1 1
C -0.655 -1.343 1.895
O -0.808 0.043 1.514
H -1.266 -1.926 1.201
H -1.041 -1.522 2.892
H 0.379 -1.656 1.802
H -0.896 0.562 2.323
C -0.317 0.977 -1.977
C 1.635 0.380 -0.716
N 0.371 0.415 -0.809
H -1.016 0.243 -2.381
H -0.893 1.829 -1.626
H 0.410 1.249 -2.732
H 2.208 0.408 -1.635
H 2.107 0.223 0.241
H -0.217 0.118 0.009
*
```